No. 1
Computed, not measured: 6 unconnected molecules or ions with the total composition C34H33BClF8NO23, with ωB97M-V/def2-TZVPD.

Each line ends with the Löwdin charge.
CARTESIAN COORDINATES (ANGSTROEM)
C  6.84  -1.02  -2.25  -0.115
C  5.28  -1.17  -1.87  -0.223
C  4.28  -0.66  -3.02  -0.184
O  2.89  -0.60  -2.61  -0.123
C  2.64  0.44  -1.68  -0.128
C  2.72  1.97  -1.98  0.095
C  2.37  2.98  -0.85  -0.008
B  2.40  4.59  -1.19  -0.377
C  0.92  5.32  -1.20  -0.033
O  3.63  5.31  -1.48  0.055
C  1.95  2.58  0.60  -0.080
C  1.56  3.63  1.75  -0.095
C  2.83  4.21  2.53  -0.656
O  2.72  5.35  3.07  -0.031
Cl  4.44  3.38  2.71  0.638
C  1.87  1.06  0.90  0.036
C  2.22  0.03  -0.24  0.058
C  2.08  -1.52  0.15  -0.202
O  2.85  -2.42  -0.28  0.072
C  0.86  -1.83  1.17  -0.017
C  0.07  -3.18  0.90  -0.038
C  -1.16  -2.81  -0.10  -0.184
O  -0.83  -1.66  -0.95  -0.047
C  -2.50  -2.39  0.69  -0.336
F  -3.61  -2.64  -0.21  0.030
F  -2.73  -3.12  1.87  0.078
F  -2.54  -0.99  0.94  0.082
C  0.54  -0.90  2.21  -0.077
O  -0.56  -1.17  3.09  -0.081
N  -0.22  -2.20  3.94  0.004
O  -0.12  -1.74  5.03  0.101
C  1.42  0.45  2.33  -0.186
O  1.72  0.97  3.43  0.049
H  7.31  -2.07  -2.31  0.080
H  7.04  -0.42  -3.20  0.070
H  7.33  -0.44  -1.37  0.073
H  5.09  -2.31  -1.77  0.113
H  5.05  -0.70  -0.86  0.082
H  4.63  0.32  -3.53  0.128
H  4.32  -1.46  -3.86  0.142
H  3.02  2.34  -3.02  0.123
H  0.69  5.53  -2.30  0.086
H  0.14  4.57  -0.79  0.077
H  0.87  6.23  -0.52  0.064
H  3.54  5.62  -2.42  0.116
H  0.88  3.16  2.56  0.136
H  0.96  4.53  1.35  0.122
H  -0.31  -3.71  1.85  0.120
H  0.80  -3.92  0.41  0.134
H  -1.36  -3.68  -0.82  0.167
H  -1.65  -1.34  -1.40  0.090
C  5.54  -0.13  4.18  -0.074
C  6.81  -0.90  4.31  -0.324
O  6.81  -1.72  3.16  0.146
C  6.11  -1.02  2.22  -0.512
O  6.13  -1.27  1.05  0.165
O  5.40  0.00  2.77  0.050
F  6.80  -1.70  5.40  0.078
H  4.68  -0.67  4.59  0.149
H  5.60  0.85  4.66  0.136
H  7.72  -0.28  4.31  0.177
C  1.43  10.82  0.45  -0.069
C  1.27  9.34  0.56  -0.329
O  0.46  9.01  -0.55  0.124
C  0.74  9.96  -1.49  -0.531
O  0.46  9.86  -2.65  0.171
O  1.40  11.03  -0.95  0.077
F  0.60  9.00  1.69  0.078
H  0.60  11.37  0.92  0.149
H  2.37  11.17  0.88  0.144
H  2.21  8.78  0.51  0.177
C  -6.84  -3.51  -1.16  -0.067
C  -6.98  -5.00  -1.07  -0.316
O  -7.78  -5.31  -2.19  0.143
C  -7.51  -4.36  -3.12  -0.529
O  -7.80  -4.44  -4.27  0.175
O  -6.87  -3.29  -2.56  0.077
F  -7.64  -5.35  0.06  0.067
H  -7.67  -2.98  -0.69  0.151
H  -5.91  -3.15  -0.73  0.122
H  -6.03  -5.54  -1.13  0.178
C  -8.65  -6.34  3.00  -0.075
C  -9.88  -5.74  3.59  -0.325
O  -10.76  -6.83  3.70  0.141
C  -9.96  -7.93  3.86  -0.530
O  -10.35  -8.99  4.25  0.174
O  -8.67  -7.66  3.53  0.076
F  -10.42  -4.82  2.75  0.076
H  -8.69  -6.40  1.90  0.129
H  -7.74  -5.81  3.29  0.144
H  -9.72  -5.29  4.58  0.176
C  -0.50  -1.57  -5.33  -0.062
C  -1.03  -0.50  -4.43  -0.300
O  0.14  0.18  -4.00  0.136
C  1.03  0.04  -5.02  -0.526
O  2.02  0.69  -5.14  0.164
O  0.65  -0.94  -5.89  0.083
F  -1.64  -1.04  -3.34  0.059
H  -0.19  -2.46  -4.79  0.151
H  -1.21  -1.85  -6.11  0.145
H  -1.70  0.21  -4.92  0.179

E_HOMO = -9.05 eV
Net charge = 0
Molar mass = 1021.87 u
E_LUMO = -1.480 eV
Gap between HOMO and LUMO = 7.57 eV
SMILES = CCCOc1cc(B(C)O)c(CC(=O)Cl)c2c1C(=O)C(C[C@H](O)C(F)(F)F)=C(ON=O)C2=O.O=C1OC[C@@H](F)O1.O=C1OC[C@@H](F)O1.O=C1OC[C@@H](F)O1.O=C1OC[C@@H](F)O1.O=C1OC[C@@H](F)O1

No. 2
Computed, not measured: a molecular structure, C23H20AsN5RuS3, with ωB97M-V/def2-TZVPD.

Each line ends with the natural charge from an NBO analysis.
CARTESIAN COORDINATES (ANGSTROEM)
Ru  0.26  -0.06  -1.35  0.190
S  2.50  -0.08  -1.43  0.410
C  2.96  1.44  -1.95  -0.275
C  4.36  1.72  -2.09  0.179
N  5.49  1.92  -2.19  -0.119
C  1.99  2.42  -2.26  -0.262
S  0.38  2.09  -2.10  0.398
C  2.37  3.72  -2.71  0.177
N  2.65  4.79  -3.05  -0.113
N  -3.47  -1.74  -1.66  -0.478
C  -4.02  -0.47  -1.85  0.170
C  -5.33  -0.05  -2.03  -0.229
C  -5.53  1.30  -2.20  -0.163
C  -4.45  2.20  -2.19  -0.173
C  -3.15  1.78  -2.00  -0.210
C  -2.94  0.41  -1.82  0.071
N  -1.77  -0.34  -1.62  -0.519
C  -2.16  -1.61  -1.53  0.420
C  -1.16  -2.66  -1.34  0.042
C  -1.26  -4.01  -1.34  -0.371
S  0.29  -4.70  -1.13  0.630
C  0.98  -3.16  -1.06  -0.111
N  0.12  -2.18  -1.18  -0.477
H  -3.99  -2.61  -1.64  0.448
H  -6.16  -0.75  -2.04  0.248
H  -6.53  1.68  -2.34  0.249
H  -4.64  3.25  -2.34  0.246
H  -2.33  2.49  -2.01  0.227
H  -2.14  -4.63  -1.45  0.279
H  2.04  -3.01  -0.93  0.267
C  -1.28  1.87  1.06  -0.963
As  0.31  0.80  0.90  1.364
C  1.69  2.08  1.25  -0.961
C  0.23  -0.34  2.47  -0.733
C  1.59  -0.86  2.86  0.010
C  2.41  -0.13  3.71  -0.240
C  3.65  -0.64  4.09  -0.177
C  4.07  -1.87  3.63  -0.187
C  3.25  -2.61  2.78  -0.181
C  2.02  -2.10  2.39  -0.259
H  -2.17  1.24  1.04  0.254
H  -1.34  2.59  0.25  0.251
H  -1.23  2.41  2.01  0.261
H  2.66  1.60  1.33  0.268
H  1.44  2.56  2.19  0.263
H  1.70  2.83  0.46  0.250
H  -0.47  -1.14  2.25  0.253
H  -0.21  0.33  3.21  0.261
H  2.08  0.83  4.09  0.218
H  4.28  -0.07  4.76  0.240
H  5.02  -2.27  3.94  0.240
H  3.57  -3.58  2.43  0.227
H  1.37  -2.68  1.74  0.193

E_HOMO (spin up / spin down) = -14.42 / -14.41 eV
Net charge = +2
Molar mass = 638.64 u
E_LUMO (spin up / spin down) = -9.247 / -8.793 eV
Energy relative to the best compared isomer or geometry (same formula, charge and spin) = 8.2 kcal per mole
Gap between HOMO and LUMO (spin up / spin down) = 5.17 / 5.62 eV

No. 3
Computed, not measured: 2 unconnected molecules or ions with the total composition C4H5P, with ωB97M-V/def2-TZVPD.

Each line ends with the natural charge from an NBO analysis.
CARTESIAN COORDINATES (ANGSTROEM)
C  1.33  0.38  0.64  -0.167
C  1.07  -0.66  -0.12  -0.182
C  -4.29  0.60  -0.90  -0.709
C  2.50  -0.47  0.30  -0.441
P  -3.45  0.33  0.40  0.513
H  0.98  1.06  1.34  0.217
H  0.44  -1.11  -0.84  0.225
H  -4.90  0.92  -1.65  0.196
H  3.29  -0.01  -0.37  0.174
H  3.02  -1.03  1.19  0.174

E_HOMO = -9.23 eV
Net charge = 0
Molar mass = 84.06 u
E_LUMO = 0.399 eV
Energy relative to the best compared isomer or geometry (same formula, charge and spin) = 81.6 kcal per mole
Gap between HOMO and LUMO = 9.63 eV
SMILES = C1=CC1.C#P

> The highest molar mass belongs to which entry?

C34H33BClF8NO23